1.
DFT (ωB97M-V with the def2-TZVPD basis set) results for a structure of composition C34H46ClN3OP4Tc in a non-equilibrium geometry.

Values from the calculation:
**HOMO (spin up / spin down)**: -12.66 / -12.64 eV
**M**: 770.1 g mol⁻¹
**Total charge**: +2
**Spin multiplicity**: 4

Structure (XYZ):
```
90
C34H46ClN3OP4Tc (ωB97M-V with the def2-TZVPD basis set)
P -0.867 1.102 -2.285
C -2.519 1.462 -2.864
C -2.897 2.783 -3.166
H -2.219 3.608 -2.938
C -4.130 3.019 -3.766
H -4.416 4.043 -4.010
C -4.991 1.956 -4.057
H -5.949 2.149 -4.535
C -4.620 0.644 -3.732
H -5.291 -0.185 -3.953
C -3.393 0.390 -3.127
H -3.092 -0.625 -2.864
C -0.121 2.598 -1.632
C -0.772 3.272 -0.578
H -1.741 2.918 -0.222
C -0.180 4.398 -0.010
H -0.665 4.885 0.837
C 1.010 4.907 -0.536
H 1.455 5.807 -0.108
C 1.624 4.273 -1.616
H 2.539 4.679 -2.047
C 1.078 3.111 -2.160
H 1.553 2.622 -3.013
C 0.119 0.452 -3.640
C -0.032 1.011 -4.923
H -0.735 1.831 -5.075
C 0.720 0.513 -5.985
H 0.608 0.963 -6.972
C 1.600 -0.554 -5.791
H 2.175 -0.947 -6.630
C 1.743 -1.120 -4.519
H 2.420 -1.958 -4.356
C 1.017 -0.612 -3.441
H 1.129 -1.042 -2.446
Tc -0.715 -1.537 1.382
C 1.131 -0.994 2.269
C 1.864 -0.002 1.691
H 1.525 -1.470 3.185
C 1.307 0.545 0.402
O 2.246 0.271 -0.672
H 1.932 0.680 -1.505
C 0.048 -0.167 0.171
H 1.086 1.626 0.474
C -0.948 -0.301 -0.667
Cl -2.919 -2.409 0.830
P 0.289 -3.538 0.494
P -1.854 -0.028 2.832
C -0.665 -5.079 0.725
H -1.719 -4.874 0.503
H -0.581 -5.439 1.758
H -0.274 -5.838 0.036
C 0.575 -3.490 -1.297
H 1.499 -2.938 -1.504
H -0.267 -2.983 -1.781
H 0.659 -4.515 -1.682
C 1.922 -3.971 1.185
H 1.839 -4.099 2.272
H 2.629 -3.159 0.977
H 2.286 -4.905 0.734
C -2.991 -0.797 4.032
H -2.420 -1.253 4.850
H -3.586 -1.568 3.529
H -3.655 -0.022 4.437
C -0.849 1.066 3.890
H -0.183 1.672 3.264
H -0.234 0.451 4.559
H -1.495 1.725 4.487
C -2.933 1.122 1.928
H -3.437 0.578 1.121
H -2.329 1.931 1.501
H -3.676 1.536 2.621
P 3.455 0.683 2.201
C 3.797 0.219 3.884
C 3.290 2.464 2.021
H 3.822 -0.875 3.975
H 3.029 0.626 4.556
H 4.776 0.630 4.165
H 3.073 2.728 0.977
H 4.226 2.948 2.331
H 2.470 2.824 2.658
C 4.693 0.062 1.066
H 4.702 -1.035 1.109
H 5.680 0.454 1.344
H 4.424 0.371 0.049
H -1.840 -0.940 -0.737
N -0.826 -2.755 3.047
C -1.055 -3.641 3.801
N -1.170 -4.734 4.418
C -1.687 -4.951 5.608
N -2.124 -5.254 6.657
```



2.
DFT (ωB97M-V with the def2-TZVPD basis set) results for a structure of composition C34H47AsF6N3O14S4 in a non-equilibrium geometry.

Values from the calculation:
**HOMO**: -7.84 eV
**M**: 1038.9 g mol⁻¹
**Total charge**: -1

Structure (XYZ):
```
109
C34H47AsF6N3O14S4 (ωB97M-V with the def2-TZVPD basis set)
As -0.543 -0.843 -1.357
F 1.084 -1.575 -1.307
F -0.536 -0.882 -3.208
F -2.234 -0.114 -1.511
F -0.576 -0.630 0.414
F 0.062 0.873 -1.514
F -1.211 -2.480 -1.202
C 1.497 1.612 -4.593
C 2.224 1.073 -3.561
C 3.406 1.649 -3.053
C 3.794 2.860 -3.554
C 3.065 3.447 -4.599
C 1.919 2.867 -5.101
N 5.008 3.488 -3.022
O 5.640 4.343 -3.670
O 5.415 3.213 -1.904
H 0.725 1.032 -5.076
H 1.784 0.177 -3.148
H 4.102 1.268 -2.321
H 3.324 4.375 -5.087
H 1.333 3.361 -5.861
C 1.037 1.304 2.109
C 1.683 1.631 3.280
C 1.789 2.986 3.642
C 1.130 3.944 2.813
C 0.275 3.560 1.713
C 0.333 2.249 1.371
N 1.151 5.300 3.267
O 1.525 5.593 4.417
O 0.846 6.147 2.381
H 1.054 0.266 1.810
H 1.972 0.829 3.943
H 2.366 3.228 4.523
H -0.370 4.242 1.180
H -0.137 1.882 0.471
C -2.908 -3.251 2.284
C -2.794 -3.413 0.900
C -2.588 -4.667 0.368
C -2.572 -5.783 1.176
C -2.649 -5.678 2.590
C -2.828 -4.390 3.126
N -2.439 -7.110 0.517
O -1.875 -8.019 1.099
O -2.989 -7.315 -0.553
H -2.980 -2.262 2.713
H -2.828 -2.496 0.330
H -2.407 -4.766 -0.692
H -2.605 -6.547 3.229
H -2.940 -4.332 4.199
C -1.015 3.569 -3.034
C -1.895 3.322 -1.839
C -3.373 3.644 -2.239
S -3.430 3.261 -4.050
O -3.708 4.444 -4.800
O -4.281 2.067 -4.327
C -1.690 2.747 -4.184
H -0.033 3.149 -2.819
H -0.847 4.615 -3.290
H -1.739 3.977 -0.983
H -1.870 2.294 -1.477
H -3.548 4.720 -2.239
H -4.105 3.147 -1.602
H -1.392 2.806 -5.230
H -1.529 1.696 -3.942
C -6.688 2.432 0.391
C -5.289 2.553 1.037
C -4.408 1.355 0.580
S -5.656 -0.021 0.088
O -5.574 -1.203 1.026
O -5.616 -0.178 -1.394
C -7.179 0.987 0.575
H -6.515 2.649 -0.663
H -7.481 3.062 0.793
H -5.321 2.680 2.119
H -4.690 3.421 0.759
H -3.804 0.881 1.353
H -3.703 1.500 -0.238
H -7.350 0.686 1.609
H -8.031 0.701 -0.042
C 1.541 -4.654 2.562
C 2.243 -5.928 2.009
C 3.024 -5.547 0.714
S 2.017 -4.257 -0.051
O 1.252 -4.720 -1.177
O 2.960 -3.124 -0.307
C 0.907 -3.956 1.406
H 2.278 -3.948 2.946
H 0.901 -4.704 3.443
H 1.463 -6.630 1.714
H 2.935 -6.263 2.782
H 3.212 -6.339 -0.011
H 3.954 -5.092 1.056
H 0.020 -4.528 1.133
H 0.529 -2.937 1.489
C 5.000 0.913 0.667
C 6.150 0.703 1.749
C 5.470 -0.049 2.944
S 4.402 -1.278 2.170
O 3.049 -1.331 2.759
O 5.290 -2.452 2.078
C 4.351 -0.475 0.508
H 5.428 1.308 -0.254
H 4.386 1.637 1.202
H 6.563 1.678 2.007
H 7.010 0.167 1.347
H 4.690 0.588 3.360
H 6.015 -0.361 3.835
H 3.326 -0.432 0.140
H 4.858 -1.201 -0.127
```